Record 1
Formula: C6H15N
Source: OMol25
Level of theory: ωB97M-V/def2-TZVPD

The geometry in ORCA input format:
```
! RIJCOSX wB97M-V def2-TZVPD def2/J DEFGRID3
* xyz 0 1
C -1.0348 -0.5168 2.3090
C 0.2360 -0.2072 3.0289
C -1.0937 -1.7041 1.4559
N -1.2251 0.5066 -0.7587
C -0.6221 -0.2246 -1.6537
C 0.5001 0.3698 -2.3877
C 1.9273 0.0601 -1.8085
H -0.7221 -0.4863 0.9728
H -1.9369 -0.1224 2.7140
H 0.9026 -0.6989 2.3792
H 0.2639 -0.5253 4.0613
H 0.4657 0.8601 3.0248
H -0.5689 -2.6200 1.8102
H -2.0475 -1.9656 1.1307
H -0.7990 3.4613 -2.0096
H -0.8989 -1.1432 -2.0996
H -0.8987 3.6553 -1.2253
H 0.3879 1.4316 -2.4310
H 0.5228 0.0218 -3.4454
H 2.6857 0.5576 -2.4415
H 1.8395 0.2975 -0.7587
H 2.1163 -1.0070 -1.8671
*
```

Output
HOMO: -6.0 eV
LUMO: -1.417 eV
HOMO-LUMO gap: 4.6 eV

Record 2
Formula: C6H15N
Source: OMol25
Level of theory: ωB97M-V/def2-TZVPD

The geometry in ORCA input format:
```
! RIJCOSX wB97M-V def2-TZVPD def2/J DEFGRID3
* xyz 0 1
C 4.2159 -0.5373 0.2771
N 0.7443 0.1831 -1.2178
C -0.3156 0.5370 -0.5264
C -1.1331 -0.5711 0.1303
C -2.0031 -0.2011 1.2833
C -1.9562 -1.0234 -1.1304
C -0.8445 1.9471 -0.3691
H 4.2759 0.2166 -0.5327
H 5.0612 -1.2276 0.1275
H 4.2822 -0.0730 1.2374
H 3.2606 -1.0271 0.2917
H 0.8542 0.4730 0.0796
H -0.4376 -1.3168 0.5333
H -2.6751 -1.0333 1.7628
H -1.3477 -0.0265 2.1601
H -2.6696 0.6523 1.0107
H -2.6950 -0.2960 -1.4788
H -2.4731 -1.9453 -0.8977
H -1.2058 -1.3687 -1.9965
H -1.9651 1.9022 -0.6343
H -0.7995 2.0989 0.7417
H -0.1731 2.6369 -0.8517
*
```

Output
HOMO: -7.9 eV
LUMO: 0.662 eV
HOMO-LUMO gap: 8.5 eV

Record 3
Formula: C6H15N
Source: OMol25
Level of theory: ωB97M-V/def2-TZVPD

The geometry in ORCA input format:
```
! RIJCOSX wB97M-V def2-TZVPD def2/J DEFGRID3
* xyz 0 1
C -1.5765 -2.7193 0.2748
C -1.5984 -1.4867 -0.5732
C -0.6885 -1.2226 -1.5035
N -0.7313 -0.1521 -2.3978
H -0.6539 -3.2705 0.1037
H -1.6737 -2.4689 1.3324
H -2.4141 -3.3710 0.0156
H -2.4026 -0.7697 -0.4244
H 0.1956 -1.8424 -1.5953
H 0.1692 0.2290 -2.6448
H -1.3694 0.5812 -2.1246
C 0.7092 2.3358 0.0174
C 1.7656 1.6304 0.8509
C 1.1792 0.5371 1.7347
H 0.2134 1.6608 -0.6855
H 1.0999 3.1962 -0.5283
H -0.1073 2.7611 0.6124
H 2.3091 2.3532 1.4643
H 2.5037 1.1878 0.1705
H 1.9650 0.0399 2.3093
H 0.4830 0.9804 2.4490
H 0.6228 -0.1896 1.1423
*
```

Output
HOMO: -8.0 eV
LUMO: 1.107 eV
HOMO-LUMO gap: 9.1 eV

Record 4
Formula: C6H15N
Source: OMol25
Level of theory: ωB97M-V/def2-TZVPD

The geometry in ORCA input format:
```
! RIJCOSX wB97M-V def2-TZVPD def2/J DEFGRID3
* xyz 0 1
C 1.4779 0.3074 -1.2293
N 0.1947 -0.3906 -1.2146
C -0.9276 0.3636 -0.9290
C -2.1729 -0.4438 -0.5831
C -2.6085 -0.3363 0.8865
C 2.1121 0.5357 0.1500
C 2.1739 -0.7295 1.0068
H 2.1695 -0.2830 -1.8381
H 1.4191 1.2741 -1.7543
H -0.5811 1.4590 0.8085
H -1.0979 1.2807 -1.4917
H -0.1827 0.3132 0.0276
H -1.8942 -1.4731 -0.8170
H -3.0139 -0.1830 -1.2250
H -2.0538 -1.0258 1.5234
H -2.3496 0.6572 1.2479
H -3.6806 -0.4649 1.0254
H 1.4551 1.2353 0.6725
H 3.0743 1.0371 0.0621
H 2.9122 -1.4292 0.6144
H 1.1943 -1.2077 1.0054
H 2.3798 -0.4964 2.0515
*
```

Output
HOMO: -7.9 eV
LUMO: -0.076 eV
HOMO-LUMO gap: 7.8 eV

Record 5
Formula: C6H15N
Source: OMol25
Level of theory: ωB97M-V/def2-TZVPD

The geometry in ORCA input format:
```
! RIJCOSX wB97M-V def2-TZVPD def2/J DEFGRID3
* xyz 1 2
C -0.3183 2.3038 2.2457
C -1.7585 -1.0523 0.5323
C -1.7144 0.3156 1.2800
C -0.3769 1.0931 1.2729
H -1.0766 3.0300 1.9654
H 0.6721 2.7746 2.1509
H -0.4529 2.0227 3.3000
H -2.7734 -1.4594 0.6513
H -0.9521 -1.7367 0.8183
H -1.5913 -0.8685 -0.5568
H -1.9354 0.0916 2.3184
H -2.4901 0.9781 0.8488
H 0.4342 0.4038 1.4618
H -0.2364 1.4565 0.2333
C 1.0882 -1.9064 -2.2656
C 2.6748 -0.2262 -2.4319
N 1.5334 -0.6624 -2.8583
H -0.0027 -1.8196 -2.2250
H 1.4856 -2.0340 -1.2485
H 1.3546 -2.6871 -2.9597
H 2.9991 0.7815 -2.6968
H 3.4369 -0.7987 -1.8365
*
```

Output
HOMO (alpha / beta): -13.9 / -13.9 eV
LUMO (alpha / beta): -5.936 / -9.705 eV
HOMO-LUMO gap (alpha / beta): 8.0 / 4.2 eV

Record 6
Formula: C6H15N2
Source: OMol25
Level of theory: ωB97M-V/def2-TZVPD

The geometry in ORCA input format:
```
! RIJCOSX wB97M-V def2-TZVPD def2/J DEFGRID3
* xyz 1 1
C 0.2023 2.3224 0.4183
C -0.4168 1.0766 1.0342
C -0.8344 0.0255 0.0148
C -1.6317 0.2853 -1.0235
N -2.2204 1.4881 -1.3602
C -0.2192 -1.3304 0.2560
C 1.2703 -1.1765 -0.0880
N 2.1012 -2.4043 0.2712
H -0.4241 2.8381 -0.3115
H 0.4838 3.0775 1.1427
H 0.9834 1.9840 -0.2749
H 0.2775 0.6901 1.7959
H -1.2468 1.2542 1.7359
H -1.8501 -0.5233 -1.7154
H -2.7527 2.0022 -0.6804
H -2.6051 1.5219 -2.2869
H -0.6020 -2.0164 -0.4854
H -0.4139 -1.7416 1.2428
H 1.3665 -0.9618 -1.1463
H 1.6458 -0.3724 0.5396
H 1.8151 -2.8102 1.1584
H 2.0402 -3.1175 -0.4575
H 3.0308 -2.1117 0.2202
*
```

Output
HOMO: -11.4 eV
LUMO: -3.641 eV
HOMO-LUMO gap: 7.7 eV

Record 7
Formula: C6H15N2
Source: OMol25
Level of theory: ωB97M-V/def2-TZVPD

The geometry in ORCA input format:
```
! RIJCOSX wB97M-V def2-TZVPD def2/J DEFGRID3
* xyz 1 1
N 1.7285 -2.2848 -2.3130
C -0.4932 -0.1540 -0.6954
C -0.7792 -1.2555 0.2093
C 0.0673 -1.2058 1.4783
C -0.3909 -0.9375 2.6863
C -1.1517 1.1195 -0.5810
N -0.2488 1.8543 0.3948
C 0.5791 2.8806 -0.2912
H 1.0231 -2.6498 -2.9435
H 2.5464 -1.9951 -2.8385
H 1.3390 -1.4010 -1.9999
H -0.0174 -0.3884 -1.6430
H -0.5698 -2.2139 -0.2544
H -1.8565 -1.1910 0.3970
H 1.1316 -1.2779 1.2959
H 0.2407 -0.9608 3.5583
H -1.4538 -0.7744 2.8268
H -1.3035 1.6635 -1.5107
H -2.1318 0.9884 -0.1140
H 0.4031 1.1577 0.7752
H -0.0825 3.7070 -0.4900
H 1.3976 3.1692 0.3547
H 0.9385 2.5692 -1.2654
*
```

Output
HOMO: -13.8 eV
LUMO: -6.847 eV
HOMO-LUMO gap: 7.0 eV

Record 8
Formula: C6H15N2
Source: OMol25
Level of theory: ωB97M-V/def2-TZVPD

The geometry in ORCA input format:
```
! RIJCOSX wB97M-V def2-TZVPD def2/J DEFGRID3
* xyz 1 1
C -0.9796 1.6114 -0.7934
C -0.7529 0.6137 0.3170
C -1.7241 -0.1453 0.8468
N -2.9046 -0.4256 0.1938
C 0.5860 0.6516 1.0696
C 1.4029 -0.6523 1.0474
C 2.1521 -0.8158 -0.2584
N 1.1114 -0.8794 -1.3782
H -1.8700 2.1893 -0.5535
H -1.1697 1.1614 -1.7815
H -0.1366 2.2795 -0.9256
H -1.6025 -0.7232 1.7526
H -3.6279 -0.8502 0.7451
H -3.1358 0.1270 -0.6124
H 0.4573 0.9652 2.1068
H 1.2160 1.4501 0.6654
H 0.7767 -1.5311 1.2396
H 2.0959 -0.6418 1.8945
H 2.7960 0.0429 -0.4274
H 2.7337 -1.7351 -0.3158
H 1.3280 -0.2456 -2.1447
H 0.1921 -0.6071 -0.9755
H 1.0554 -1.8397 -1.7121
*
```

Output
HOMO: -11.5 eV
LUMO: -3.214 eV
HOMO-LUMO gap: 8.3 eV

Record 9
Formula: C6H15N2
Source: OMol25
Level of theory: ωB97M-V/def2-TZVPD

The geometry in ORCA input format:
```
! RIJCOSX wB97M-V def2-TZVPD def2/J DEFGRID3
* xyz 1 1
C -1.2266 1.4369 2.6839
C -0.2693 0.3382 2.1165
C -0.8501 -0.1955 0.8007
C -0.6609 0.7355 -0.3923
C 0.7378 0.6810 -0.9748
N 1.2685 -0.6486 -1.2549
C 0.9042 -1.2115 -2.4024
N 1.2203 -2.4533 -2.6979
H -0.7846 1.8912 3.5702
H -2.2120 1.0272 2.8605
H -1.3473 2.2622 1.9739
H -0.3020 -0.4360 2.8714
H 0.7609 0.7006 2.1715
H -0.5562 -1.2317 0.5628
H -1.9220 -0.2498 0.9978
H -0.8223 1.7065 0.0615
H -1.3706 0.5546 -1.2044
H 0.8912 1.3173 -1.8560
H 1.4827 1.2205 -0.3677
H 1.9038 -1.1932 -0.6807
H 0.3385 -0.5601 -3.0564
H 1.9823 -2.9119 -2.2250
H 0.8337 -2.7800 -3.5583
*
```

Output
HOMO: -14.4 eV
LUMO: -3.777 eV
HOMO-LUMO gap: 10.6 eV

Record 10
Formula: C6H15N2
Source: OMol25
Level of theory: ωB97M-V/def2-TZVPD

The geometry in ORCA input format:
```
! RIJCOSX wB97M-V def2-TZVPD def2/J DEFGRID3
* xyz 1 1
C 1.3281 1.7756 1.5075
C 0.6135 0.4405 1.1987
C 1.2998 -0.7171 1.8800
N 0.8547 2.7952 0.5169
H 1.0688 2.1749 2.4785
H 2.3789 1.6386 1.3512
H 0.7206 0.2937 0.1279
H -0.4640 0.5574 1.4799
H 2.3640 -0.7037 1.5695
H 1.2737 -0.7160 2.9601
H 0.7950 -1.6457 1.5875
H 1.2453 2.5939 -0.4029
H -0.1574 2.7545 0.5077
H 1.1613 3.7144 0.8291
C -2.3673 -1.2153 -2.2136
C -2.5003 -1.4188 -0.8540
C -0.3158 -2.2337 -2.7853
N -1.5220 -1.9206 -3.1596
H -2.9973 -0.4430 -2.6699
H -1.9791 -2.2044 -0.2618
H -3.2244 -0.8583 -0.3140
H 0.3004 -2.8401 -3.4628
H 0.1235 -1.8219 -1.8706
*
```

Output
HOMO: -11.7 eV
LUMO: -3.843 eV
HOMO-LUMO gap: 7.9 eV

Record 11
Formula: C6H15N2
Source: OMol25
Level of theory: ωB97M-V/def2-TZVPD

The geometry in ORCA input format:
```
! RIJCOSX wB97M-V def2-TZVPD def2/J DEFGRID3
* xyz 1 1
C -0.9880 -3.4183 -0.4928
C -0.9912 -1.9210 -0.5994
C -1.6619 -1.1585 0.2522
N -1.6470 0.2961 0.1712
H -1.6428 -3.7406 0.3146
H -1.3053 -3.8908 -1.4196
H 0.0242 -3.7508 -0.2594
H -0.4044 -1.4594 -1.3844
H -2.2386 -1.6097 1.0482
H -0.5679 0.6805 -0.1699
H -2.4179 0.6577 -0.3854
H -1.7627 0.6896 1.1059
C 1.2496 2.5208 1.3637
C 1.7069 1.2543 0.6445
C 1.2060 1.1519 -1.6519
N 0.8109 0.9323 -0.4711
H 2.0010 2.7802 2.1073
H 1.1445 3.3552 0.6727
H 0.3080 2.3745 1.8942
H 1.6940 0.4127 1.3383
H 2.7291 1.3711 0.2817
H 2.2147 1.4971 -1.8698
H 0.5389 0.9750 -2.4908
*
```

Output
HOMO: -13.9 eV
LUMO: -3.020 eV
HOMO-LUMO gap: 10.8 eV

Record 12
Formula: C6H15N2
Source: OMol25
Level of theory: ωB97M-V/def2-TZVPD

The geometry in ORCA input format:
```
! RIJCOSX wB97M-V def2-TZVPD def2/J DEFGRID3
* xyz 1 1
C 0.0225 2.6920 2.7472
C 0.7357 2.0811 1.5569
N -0.2311 1.2541 0.7986
C 0.0748 -0.0121 0.3778
C -0.7845 -0.9782 0.0199
C -0.3296 -2.2610 -0.6366
C 0.5112 -1.9929 -1.8745
N -0.2611 -1.1078 -2.8112
H 0.0215 2.0950 3.6506
H 0.6350 3.5075 3.1224
H -0.9240 3.1177 2.4246
H 1.1728 2.8158 0.8939
H 1.4215 1.3538 2.0015
H -1.1643 1.2742 1.1911
H 1.1277 -0.2712 0.4895
H -1.8567 -0.8377 0.1016
H -1.1968 -2.8416 -0.9556
H 0.2805 -2.8631 0.0136
H 0.8274 -2.8749 -2.4319
H 1.4515 -1.4703 -1.6921
H -1.1039 -1.5906 -3.0983
H 0.2716 -0.7510 -3.6013
H -0.7017 -0.3390 -2.2875
*
```

Output
HOMO: -11.6 eV
LUMO: -3.324 eV
HOMO-LUMO gap: 8.3 eV

DFT total energy values (in hartree) by entry order: -292.0359, -292.1926, -292.3362, -292.1409, -291.9495, -346.8489, -346.7302, -346.8697, -346.8793, -346.8024, -346.8491, -346.8468.